# 1
A molecular structure, C46H47AsN4PS4SiTa at a distorted geometry. Source: the Open Molecules 2025 dataset; level of theory: ωB97M-V/def2-TZVPD.

As for the frontier orbital gap: 6.40 eV. The value obtained for the HOMO energy is -7.453 eV. The spin multiplicity is 1. The value obtained for the total energy is -177325.7351 eV. As for the charge: 0.

Each line ends with the Mulliken charge.
CARTESIAN COORDINATES (ANGSTROEM)
Ta1 -1.003 -1.432 0.386  0.417
C1 -0.741 -3.386 3.079  -1.119
N1 0.074 -3.084 1.863  0.846
C2 0.385 -4.371 1.206  -1.012
C3 1.233 -2.407 2.403  0.397
C4 2.364 -3.080 2.822  -0.394
C5 3.315 -2.419 3.586  -0.846
C6 3.056 -1.124 3.994  -1.090
C7 1.921 -0.449 3.563  -0.047
C8 1.027 -1.055 2.678  -1.141
N2 -0.122 -0.502 2.044  2.258
C9 -0.635 0.702 2.584  0.035
C10 0.158 1.789 2.972  0.155
C11 -0.375 2.822 3.722  -1.363
C12 -1.723 2.826 4.051  -1.204
C13 -2.544 1.842 3.528  -0.257
C14 -2.013 0.811 2.762  -0.188
N3 -2.855 -0.139 2.075  1.367
C15 -3.781 0.579 1.176  -1.576
C16 -3.672 -0.916 3.024  -1.496
H1 -0.106 -3.933 3.780  0.520
H2 -1.069 -2.457 3.540  0.092
H3 -1.598 -3.990 2.809  0.473
H4 0.728 -5.096 1.950  0.608
H5 -0.512 -4.771 0.747  -0.280
H6 1.146 -4.227 0.445  0.433
H7 2.490 -4.125 2.578  0.298
H8 4.220 -2.927 3.890  0.478
H9 3.746 -0.612 4.652  0.433
H10 1.755 0.546 3.934  0.859
H11 1.185 1.841 2.646  0.127
H12 0.267 3.635 4.037  0.400
H13 -2.141 3.616 4.660  0.436
H14 -3.612 1.885 3.700  0.359
H15 -4.451 1.234 1.741  0.577
H16 -3.227 1.184 0.463  0.288
H17 -4.383 -0.154 0.642  0.431
H18 -4.352 -0.253 3.571  0.421
H19 -4.258 -1.653 2.483  0.532
H20 -3.028 -1.431 3.734  0.267
N4 -2.747 -0.818 -1.198  0.222
C17 -3.241 0.299 -1.961  -0.728
C18 -4.498 0.172 -2.552  -0.853
C19 -4.966 1.161 -3.391  -0.817
C20 -4.180 2.280 -3.651  -0.850
C21 -2.951 2.410 -3.036  -0.736
C22 -2.468 1.430 -2.162  0.144
P1 -0.885 1.591 -1.265  2.508
C23 0.299 1.787 -2.645  0.267
C24 1.415 2.608 -2.523  -0.370
C25 2.280 2.777 -3.594  -0.935
C26 2.063 2.096 -4.781  -0.769
C27 0.980 1.233 -4.893  -0.749
C28 0.102 1.083 -3.833  -0.659
C29 -1.034 3.335 -0.687  0.060
C30 -1.403 3.597 0.624  -0.070
C31 -1.592 4.900 1.069  -0.983
C32 -1.410 5.964 0.204  -0.826
C33 -1.023 5.720 -1.108  -0.947
C34 -0.831 4.422 -1.546  -0.583
H21 -2.232 -1.398 -1.870  0.514
H22 -3.525 -1.431 -0.950  0.249
H23 -5.072 -0.730 -2.372  0.462
H24 -5.934 1.051 -3.863  0.413
H25 -4.529 3.051 -4.324  0.442
H26 -2.360 3.290 -3.238  0.359
H27 1.608 3.134 -1.596  0.583
H28 3.134 3.435 -3.490  0.486
H29 2.735 2.235 -5.619  0.398
H30 0.818 0.677 -5.807  0.465
H31 -0.749 0.420 -3.939  0.484
H32 -1.558 2.778 1.307  0.520
H33 -1.883 5.074 2.096  0.520
H34 -1.561 6.979 0.547  0.405
H35 -0.866 6.543 -1.793  0.440
H36 -0.483 4.262 -2.557  0.418
S1 -4.235 -3.639 -2.218  -0.439
As1 -2.635 -4.213 -1.008  0.398
S2 -2.792 -3.004 0.887  -0.555
S3 -0.746 -2.990 -1.467  -0.559
S4 -2.157 -6.197 -0.707  -0.450
C35 4.175 -4.984 -1.606  -0.603
C36 3.224 -4.624 -2.549  -0.746
C37 2.420 -3.512 -2.340  -0.090
C38 2.541 -2.739 -1.182  0.299
C39 3.531 -3.097 -0.266  -0.066
C40 4.335 -4.211 -0.465  -0.751
Si1 1.444 -1.227 -0.894  1.088
C41 2.724 0.145 -0.599  0.189
C42 3.552 0.416 -1.696  -0.734
C43 4.572 1.350 -1.620  -0.747
C44 4.785 2.057 -0.444  -0.914
C45 3.972 1.814 0.652  -0.298
C46 2.962 0.862 0.568  0.311
H37 4.795 -5.857 -1.764  0.393
H38 3.105 -5.211 -3.451  0.413
H39 1.676 -3.251 -3.083  0.346
H40 3.693 -2.486 0.613  0.567
H41 5.093 -4.469 0.266  0.451
H42 0.981 -0.900 -2.269  -0.480
H43 3.396 -0.119 -2.627  0.364
H44 5.201 1.531 -2.484  0.502
H45 5.581 2.789 -0.383  0.379
H46 4.130 2.355 1.577  0.485
H47 2.357 0.670 1.438  0.270



# 2
A molecular structure, C46H47BBrCl3N8O8SZr at a distorted geometry. Source: the Open Molecules 2025 dataset; level of theory: ωB97M-V/def2-TZVPD.

As for the frontier orbital gap: 7.17 eV. The value obtained for the HOMO energy is -6.873 eV. The spin multiplicity is 1. The value obtained for the total energy is -197171.2653 eV. As for the charge: 0.

Each line ends with the Mulliken charge.
CARTESIAN COORDINATES (ANGSTROEM)
Zr1 0.127 0.193 -1.400  1.934
C1 -1.024 1.161 -5.082  -1.584
C2 -0.303 2.078 -4.134  0.748
C3 0.391 3.158 -4.577  -1.375
C4 0.940 3.753 -3.433  0.830
C5 1.728 5.051 -3.247  -1.324
N1 0.457 3.074 -2.356  0.678
N2 -0.249 1.972 -2.793  -0.612
B1 0.370 3.517 -0.869  -0.377
N3 1.442 2.919 0.024  0.466
N4 1.640 1.554 0.059  1.098
C6 2.844 1.372 0.564  0.271
C7 3.497 0.040 0.873  -0.324
C8 3.490 2.608 0.802  -1.865
C9 2.557 3.561 0.450  0.753
C10 2.752 5.039 0.511  -1.345
N5 -0.982 2.986 -0.282  0.037
N6 -1.170 1.657 -0.125  0.953
C11 -2.288 1.531 0.619  -0.816
C12 -3.983 0.158 1.362  -1.086
C13 -2.894 2.738 0.803  -0.935
C14 -2.032 3.648 0.218  0.231
C15 -2.286 5.152 0.039  -1.409
H1 -1.297 1.741 -5.983  0.501
H2 -0.415 0.326 -5.403  0.117
H3 -1.888 0.723 -4.626  0.309
H4 0.446 3.561 -5.562  0.580
H5 1.914 5.473 -4.200  0.484
H6 1.132 5.728 -2.575  0.241
H7 2.686 4.846 -2.757  0.182
H8 0.379 4.722 -0.793  -0.222
H9 3.269 -0.673 0.104  -0.263
H10 4.612 0.122 0.838  0.491
H11 3.213 -0.236 1.908  -0.303
H12 4.477 2.792 1.163  0.663
H13 3.721 5.294 0.982  0.401
H14 2.711 5.405 -0.557  0.143
H15 1.889 5.481 1.117  0.205
H16 -4.083 -0.805 1.778  0.113
H17 -4.378 0.976 2.071  0.027
H18 -4.479 0.202 0.431  0.624
H19 -3.760 3.032 1.340  0.608
H20 -3.235 5.530 0.484  0.411
H21 -1.453 5.775 0.453  0.214
H22 -2.336 5.331 -1.068  0.237
O1 -0.920 -2.384 -4.704  -0.704
C16 -0.777 -2.095 -3.542  -0.380
O2 -0.392 -0.884 -3.090  -0.360
C17 -1.003 -3.178 -2.488  0.314
C18 0.391 -3.927 -2.327  -0.371
C19 0.335 -5.310 -1.660  -1.509
C20 -0.279 -5.254 -0.261  -1.354
C21 0.123 -2.828 -0.407  -0.493
O3 1.055 -3.076 -1.411  -0.235
C22 -1.251 -2.672 -1.044  -0.376
C23 -1.708 -1.217 -1.142  -0.073
O4 -2.588 0.333 1.104  0.801
O5 -2.875 -0.893 -1.356  -0.748
H23 -1.826 -3.855 -2.815  0.361
H24 1.007 -3.900 -3.204  1.014
H25 1.376 -5.568 -1.512  0.425
H26 -0.052 -6.013 -2.390  0.439
H27 -0.105 -6.209 0.249  0.631
H28 -1.373 -5.183 -0.358  0.407
H29 1.645 -1.787 0.214  0.232
H30 -2.004 -3.231 -0.577  1.181
Cl1 3.376 3.078 4.068  -0.202
C24 2.155 1.829 4.045  0.729
C25 2.444 0.510 4.365  -1.025
C26 1.402 -0.421 4.456  -0.213
C27 0.080 -0.027 4.283  -1.646
C28 -1.041 -1.093 4.261  1.994
C29 -0.765 -2.466 3.717  -1.780
N7 -0.281 -2.615 2.284  0.572
C30 -0.365 -3.853 1.792  -1.781
C31 0.250 -4.068 0.493  1.273
N8 0.651 -1.613 0.270  0.351
C32 0.169 -1.578 1.655  -0.293
O6 -1.389 -1.401 5.619  -0.439
C33 -2.456 -0.716 6.244  -0.877
C34 -3.783 -0.667 5.447  0.355
C35 -4.346 -1.816 4.932  0.652
Cl2 -3.819 -3.450 5.242  -0.208
S1 -5.899 -1.524 4.235  -0.148
C36 -5.732 0.166 4.418  -0.500
C37 -4.581 0.488 5.116  -0.682
C38 -0.139 1.307 3.993  1.979
Cl3 -1.789 1.840 3.906  -0.116
C39 0.856 2.228 3.861  -0.715
H31 3.476 0.193 4.503  0.327
H32 1.635 -1.515 4.548  0.189
H33 -1.960 -0.763 3.733  0.021
H34 -1.681 -3.081 3.759  0.024
H35 -0.022 -2.977 4.341  0.300
H36 -0.982 -4.579 2.265  0.516
H37 1.345 -4.130 0.466  0.603
H38 0.131 -0.617 2.124  -0.325
H39 -2.222 0.350 6.442  0.318
H40 -2.569 -1.156 7.210  0.349
H41 -6.484 0.751 3.893  0.447
H42 -4.288 1.515 5.328  0.501
H43 0.633 3.275 3.683  0.418
Br1 3.320 -2.761 -8.316  -0.210
C40 3.028 -2.313 -6.506  -0.142
C41 3.272 -3.324 -5.539  -0.462
C42 3.220 -3.013 -4.194  -0.584
C43 2.813 -1.702 -3.796  0.121
C44 2.446 -0.784 -4.723  0.304
C45 2.564 -1.077 -6.108  -0.461
C46 2.922 -1.261 -2.350  0.163
O7 3.752 -1.800 -1.648  -0.715
O8 2.063 -0.373 -1.917  -0.524
H44 3.609 -4.322 -5.773  0.446
H45 3.562 -3.710 -3.433  0.566
H46 2.242 0.210 -4.304  0.203
H47 2.248 -0.312 -6.840  0.421



# 3
A molecular structure, C46H47FeN8OS3 at a distorted geometry. Source: the Open Molecules 2025 dataset; level of theory: ωB97M-V/def2-TZVPD.

As for the frontier orbital gap (alpha / beta): 7.08 / 7.67 eV. The value obtained for the HOMO energy (alpha / beta) is -11.444 / -12.418 eV. The spin multiplicity is 6. The value obtained for the total energy is -129303.6551 eV. As for the charge: +2.

Each line ends with the Mulliken spin population.
CARTESIAN COORDINATES (ANGSTROEM)
Fe1 14.745 11.529 14.890  4.140
N1 16.168 10.992 18.427  0.012
C1 14.848 11.213 18.828  0.000
C2 14.049 11.196 17.711  0.024
N2 14.911 11.003 16.619  -0.029
C3 16.180 10.851 17.081  0.043
C4 17.265 10.565 16.142  0.023
N3 16.955 10.418 14.866  0.035
C5 18.190 10.501 14.193  0.009
C6 19.223 10.577 15.073  0.005
N4 18.611 10.644 16.347  0.006
H1 16.966 10.924 19.071  0.000
H2 14.597 11.258 19.856  -0.001
H3 12.981 11.290 17.613  -0.004
H4 18.200 10.369 13.128  0.002
H5 20.289 10.682 14.938  0.001
H6 19.128 10.780 17.181  0.001
N5 14.888 10.904 13.164  0.043
S1 14.466 10.772 11.704  0.065
N6 12.959 11.052 11.200  0.014
S2 11.499 10.533 11.677  0.015
N7 11.134 10.117 13.134  0.015
S3 11.471 10.961 14.547  0.026
N8 12.902 11.305 14.914  0.028
C7 10.624 12.490 14.525  0.014
C8 9.283 12.650 14.808  -0.011
C9 8.731 13.934 14.806  0.000
C10 9.520 15.055 14.580  0.001
C11 10.847 14.902 14.213  -0.002
C12 11.381 13.610 14.150  0.003
C13 10.643 9.833 15.644  0.009
C14 10.171 10.284 16.878  0.003
C15 9.248 9.524 17.566  -0.001
C16 8.928 8.255 17.153  0.003
C17 9.423 7.760 15.953  -0.001
C18 10.413 8.510 15.283  -0.001
C19 11.127 9.244 10.443  0.003
C20 10.736 7.963 10.775  0.001
C21 10.374 7.080 9.757  0.000
C22 10.425 7.472 8.433  0.000
C23 10.880 8.727 8.082  0.000
C24 11.219 9.623 9.104  -0.001
C25 10.339 11.773 11.145  0.002
C26 8.990 11.397 11.031  0.000
C27 8.049 12.300 10.561  0.000
C28 8.470 13.563 10.156  0.000
C29 9.785 13.945 10.295  0.000
C30 10.751 13.024 10.755  0.000
C31 15.390 11.829 10.602  0.013
C32 14.823 12.512 9.498  -0.001
C33 15.678 13.243 8.653  0.000
C34 17.028 13.419 8.911  -0.001
C35 17.587 12.795 10.018  0.003
C36 16.748 12.009 10.849  -0.005
C37 14.833 9.168 11.138  0.004
C38 15.050 8.908 9.786  -0.005
C39 14.863 7.615 9.285  0.001
C40 14.619 6.549 10.145  0.001
C41 14.604 6.786 11.505  0.000
C42 14.662 8.073 12.012  0.009
H7 8.620 11.798 15.060  0.000
H8 7.678 14.040 15.068  0.000
H9 9.067 16.038 14.590  0.000
H10 11.486 15.743 14.000  -0.001
H11 12.442 13.514 13.879  0.028
H12 10.520 11.237 17.300  -0.001
H13 8.806 9.986 18.436  0.000
H14 8.227 7.656 17.776  0.000
H15 9.049 6.842 15.471  0.000
H16 10.988 7.992 14.512  0.000
H17 10.645 7.640 11.822  0.000
H18 10.074 6.074 10.022  0.000
H19 10.070 6.763 7.678  0.000
H20 10.917 9.078 7.045  0.000
H21 11.582 10.612 8.823  0.000
H22 8.713 10.373 11.355  0.000
H23 6.992 12.065 10.566  0.000
H24 7.747 14.240 9.701  0.000
H25 10.102 14.968 10.028  0.000
H26 11.813 13.359 10.777  -0.001
H27 13.764 12.408 9.201  0.000
H28 15.258 13.707 7.762  0.000
H29 17.649 14.009 8.237  0.000
H30 18.659 12.805 10.263  0.000
H31 17.176 11.489 11.731  0.005
H32 15.241 9.721 9.052  0.001
H33 14.931 7.445 8.209  0.000
H34 14.498 5.536 9.756  0.000
H35 14.530 5.932 12.157  0.000
H36 14.482 8.220 13.082  0.003
C43 14.528 15.502 14.167  0.030
C44 14.881 14.517 15.259  -0.108
C45 15.336 15.031 16.643  0.024
C46 15.835 13.425 14.900  0.511
H37 13.873 16.292 14.582  0.004
H38 14.010 15.009 13.345  0.003
H39 15.384 16.035 13.734  -0.013
H40 13.906 13.996 15.517  0.047
H41 16.354 15.413 16.716  -0.009
H42 15.294 14.180 17.335  0.002
H43 14.665 15.785 17.062  0.000
H44 16.754 13.389 15.532  -0.031
H45 16.050 13.263 13.821  -0.009
O1 15.522 7.126 15.459  0.000
H46 14.813 7.474 16.025  0.000
H47 15.800 7.916 14.919  0.002



# 4
A molecular structure, C46H48AsAuN3 at a distorted geometry. Source: the Open Molecules 2025 dataset; level of theory: ωB97M-V/def2-TZVPD.

As for the frontier orbital gap (alpha / beta): 6.06 / 4.89 eV. The value obtained for the HOMO energy (alpha / beta) is -3.530 / -3.521 eV. The spin multiplicity is 3. The value obtained for the total energy is -117479.0168 eV. As for the charge: -1.

Each line ends with the Mulliken spin population.
CARTESIAN COORDINATES (ANGSTROEM)
Au1 -0.998 -1.096 -1.517  -0.001
N1 -0.324 5.101 0.573  0.149
N2 0.499 0.523 -3.592  0.000
C1 -2.761 -1.624 -0.292  0.000
C2 -3.739 -0.547 -0.600  -0.016
C3 -3.640 0.425 0.390  0.021
C4 -4.402 1.691 0.496  -0.003
H1 -5.315 1.655 -0.111  -0.001
H2 -3.782 2.552 0.183  0.045
H3 -4.695 1.861 1.542  0.002
C5 -2.706 -0.018 1.384  0.006
C6 -2.353 0.766 2.587  0.082
H4 -3.123 0.686 3.371  -0.002
H5 -2.254 1.825 2.324  0.019
H6 -1.397 0.431 3.009  -0.027
C7 -2.258 -1.296 1.053  -0.017
C8 -1.440 -2.171 1.922  0.000
H7 -0.520 -1.658 2.246  0.000
H8 -1.158 -3.088 1.392  0.000
H9 -1.974 -2.478 2.841  0.000
C9 -4.708 -0.520 -1.717  0.001
H10 -5.736 -0.670 -1.341  0.000
H11 -4.505 -1.310 -2.452  0.000
H12 -4.703 0.450 -2.241  0.001
C10 -3.018 -3.041 -0.695  0.002
H13 -2.240 -3.700 -0.290  0.000
H14 -2.987 -3.147 -1.788  0.000
H15 -4.000 -3.378 -0.327  0.000
C11 0.872 5.625 0.728  -0.062
H16 0.983 6.334 1.564  0.003
C12 1.991 5.287 -0.078  0.189
H17 2.947 5.739 0.156  0.004
C13 1.807 4.347 -1.097  -0.076
H18 2.642 4.073 -1.731  0.000
C14 0.567 3.754 -1.294  0.182
H19 0.334 2.981 -2.025  0.014
C15 -0.504 4.138 -0.395  0.162
C16 -1.757 3.485 -0.223  1.317
H20 -2.152 2.904 -1.090  0.023
C17 0.098 -0.638 -3.124  0.004
C18 0.558 0.420 -4.976  0.000
H21 0.740 1.259 -5.617  0.000
C19 0.407 -0.892 -5.326  0.000
H22 0.393 -1.406 -6.276  0.000
N3 0.199 -1.600 -4.158  -0.001
C20 -0.214 -2.963 -4.048  0.000
C21 -1.397 -3.412 -4.646  0.000
C22 -1.756 -4.767 -4.489  0.000
H23 -2.669 -5.131 -4.966  0.000
C23 -1.013 -5.629 -3.683  0.000
C24 -1.425 -7.077 -3.551  0.000
H24 -1.268 -7.432 -2.524  0.000
H25 -0.836 -7.733 -4.211  0.000
H26 -2.485 -7.204 -3.809  0.000
C25 0.099 -5.120 -3.003  0.000
H27 0.631 -5.757 -2.287  0.000
C26 0.515 -3.795 -3.197  0.000
C27 1.675 -3.243 -2.450  0.000
H28 2.397 -2.733 -3.098  0.000
H29 2.189 -4.052 -1.911  0.000
H30 1.325 -2.505 -1.713  0.000
C28 -2.309 -2.452 -5.317  0.000
H31 -1.789 -1.785 -6.013  0.000
H32 -2.845 -1.836 -4.579  0.000
H33 -3.075 -2.999 -5.879  0.000
C29 3.079 -1.760 5.490  0.000
C30 1.774 -1.264 5.566  0.000
C31 1.299 -0.401 4.576  0.000
C32 2.115 -0.061 3.488  0.002
C33 3.445 -0.491 3.463  0.000
C34 3.931 -1.333 4.468  0.000
As1 1.277 0.934 2.005  -0.014
C35 0.904 2.515 3.161  0.034
C36 -0.175 3.351 2.841  -0.251
C37 -0.441 4.481 3.608  0.015
C38 0.348 4.782 4.724  0.001
C39 1.400 3.933 5.073  -0.001
C40 1.683 2.810 4.287  0.003
C41 2.913 1.525 1.078  -0.009
C42 3.661 2.587 1.581  0.004
C43 4.870 2.938 0.975  -0.004
C44 5.300 2.269 -0.173  0.001
C45 4.525 1.235 -0.711  0.002
C46 3.330 0.863 -0.092  0.002
H34 3.436 -2.468 6.236  0.000
H35 1.125 -1.540 6.397  0.000
H36 0.298 0.019 4.651  0.000
H37 4.101 -0.159 2.664  0.000
H38 4.974 -1.656 4.444  0.000
H39 -0.788 3.144 1.961  0.185
H40 -1.261 5.141 3.320  -0.002
H41 0.142 5.678 5.313  0.000
H42 2.008 4.131 5.959  0.000
H43 2.514 2.160 4.562  0.000
H44 3.301 3.147 2.441  0.012
H45 5.465 3.744 1.405  0.000
H46 6.237 2.557 -0.651  0.000
H47 4.857 0.719 -1.615  0.000
H48 2.719 0.060 -0.507  -0.001